Record 1
This record from the Open Molecules 2025 dataset describes an isolated ion of composition C6H9N2O2 and charge +1 in a non-equilibrium geometry. The level of theory is ωB97M-V/def2-TZVPD.

```
19
Properties=species:S:1:pos:R:3:forces:R:3
C -0.6951 0.8485 0.1964 0.1 -1.3 -0.4
C -0.7109 -0.5406 -0.2418 -1.7 1.0 0.4
C 0.6355 1.0809 0.4831 -2.6 3.4 1.5
C 0.5473 -1.0393 -0.1300 -1.7 -0.7 -0.9
C -1.9557 0.1134 0.2319 1.3 -1.4 0.3
C 2.7925 -0.1784 0.1913 -1.6 -3.4 -0.1
N 1.3339 0.0275 0.1598 3.4 -2.6 0.4
N -2.9531 0.3580 -0.9280 2.2 -0.3 -2.0
O 1.2308 2.1973 0.9729 1.0 -0.5 -0.9
O 1.0949 -2.2085 -0.5036 1.3 0.8 -0.3
H -2.5588 -0.3276 1.0934 0.8 1.1 -0.9
H 3.1520 0.2284 -0.6906 1.2 0.7 -1.5
H 3.2452 0.1754 1.0501 0.7 1.2 1.6
H 2.9210 -1.3333 0.2086 0.0 2.2 -0.3
H -2.7272 -0.3815 -1.6928 -0.3 2.0 1.3
H -3.0377 1.3519 -1.2794 0.3 -1.4 0.4
H -3.7699 0.0578 -0.5139 -3.0 -0.4 0.6
H 0.8276 2.5927 1.7462 -0.5 -0.2 0.1
H 0.6276 -3.0226 -0.3537 -0.8 -0.1 0.4
```
Forces are in eV/Å.

Calculated values
structure (SMILES) = Cn1c(O)c2c(c1O)C2[NH3+]
orbital gap = 0.3060 hartree
total charge = +1
ΔE to the lowest compared entry with this formula, charge and spin = 5.269 eV
molar mass = 141.2 g/mol

=====

Record 2
This record from the Open Molecules 2025 dataset describes a 2-piece molecular cluster, C6H9N2O4S overall in a non-equilibrium geometry. The level of theory is ωB97M-V/def2-TZVPD.

```
22
Properties=species:S:1:pos:R:3:forces:R:3
C 2.0320 -0.2163 1.3096 -0.4 -1.0 0.1
C 0.6972 -0.6422 1.3101 1.7 0.5 -1.7
C 2.2951 -0.1651 -0.0727 1.9 0.9 -0.7
C -0.1589 -0.9553 2.3963 -0.5 -2.6 4.0
C -0.6263 1.0769 -2.3286 2.7 1.1 -0.1
C -1.1704 1.4473 -1.1685 -0.3 -0.2 -0.7
N 0.3100 -0.7804 0.0341 2.1 0.7 1.3
N 1.2618 -0.4189 -0.8268 0.9 -0.6 -0.4
O -2.9186 0.8626 0.6993 0.5 0.0 -0.7
O 3.5173 0.1794 -0.6689 -0.5 -0.2 2.3
O -2.1322 -1.0292 -0.6234 0.1 0.7 -0.1
O -3.5401 0.5945 -1.7144 0.9 0.2 1.3
S -2.5342 0.4031 -0.6408 -2.7 -0.3 -0.7
H 2.6825 -0.3056 2.1909 -0.2 0.6 -0.7
H -0.1094 -2.1630 2.6049 -0.3 2.8 -0.4
H -1.2070 -0.6927 2.1745 0.4 0.0 0.4
H 0.2750 -0.4730 3.3852 -1.3 -0.8 -2.0
H 0.3583 1.5444 -2.7665 -2.2 -0.4 0.9
H -0.8605 0.1456 -2.8347 -0.4 0.1 0.2
H 3.4047 0.2254 -1.5987 -0.5 -0.1 -1.3
H -0.9863 2.3555 -0.5576 0.1 -0.9 -0.6
H -0.5902 -0.9929 -0.3035 -2.0 -0.5 -0.5
```
Forces are in eV/Å.

Calculated values
orbital gap = 0.3201 hartree
total charge = -1
ΔE to the lowest compared entry with this formula, charge and spin = 0.000 eV
molar mass = 205.2 g/mol

=====

Record 3
This record from the Open Molecules 2025 dataset describes an isolated ion of composition C6H9N2OS and charge +1 in a non-equilibrium geometry. The level of theory is ωB97M-V/def2-TZVPD.

```
19
Properties=species:S:1:pos:R:3:forces:R:3
C -0.2151 -1.4583 -0.8225 -0.4 -0.3 -0.1
C -1.5342 -1.3341 -0.7349 0.0 0.1 0.0
C 0.9172 -0.6063 -0.3937 0.7 0.6 -0.1
C -2.3758 -0.2102 -0.1484 -0.2 -0.3 0.2
C 0.8921 0.8093 -0.6353 -1.1 0.9 -0.3
C -1.4858 0.8768 0.2671 1.4 0.2 0.3
N 1.9148 -1.2701 0.0516 0.1 -0.7 0.4
N 1.9736 1.6437 -0.0424 -0.1 -0.3 0.2
O -1.0187 1.0024 1.4941 -0.5 -0.1 -0.5
S -0.5772 1.6548 -1.0093 0.3 -0.3 0.2
H 0.1522 -2.4007 -1.2077 0.0 0.0 -0.1
H -2.1497 -2.1370 -1.1152 0.0 -0.1 0.0
H -3.0472 0.1347 -0.9416 0.0 0.1 0.1
H -2.9812 -0.6040 0.6735 0.0 0.1 0.0
H 2.7562 -0.7820 0.3430 0.0 0.2 0.0
H 1.6918 2.0751 0.8542 0.3 -0.2 -0.2
H 2.2397 2.3979 -0.6898 0.0 -0.3 0.2
H 2.7862 1.0227 0.1206 -0.3 0.5 -0.1
H -1.3264 0.3127 2.1071 -0.1 -0.1 -0.1
```
Forces are in eV/Å.

Calculated values
orbital gap (alpha / beta) = 0.2513 / 0.2513 hartree
total charge = +1
ΔE to the lowest compared entry with this formula, charge and spin = 2.148 eV
molar mass = 157.2 g/mol

=====

Q: Look up the molar mass of the third one.
A: 157.2 g/mol

=====

Q: Look up the total charge of the third one.
A: +1

=====

Q: Look up the total charge of the second one.
A: -1